Below is a molecular structure, C33H34N6O3RuS, with properties calculated with ωB97M-V/def2-TZVPD.

Calculated values
* DFT total energy: -63257.8725 eV
* energy above the lowest of the compared OMol25 structures with the same formula, charge and spin: 0.4835 eV
* multiplicity: 5
* orbital gap (alpha / beta): 0.2798 / 0.2006 Eh
* <S²>: 6.023
* F_max: 0.082 Eh/bohr
* HOMO level (alpha / beta): -12.91 / -13.04 eV
* net charge: +2

Each line ends with the Mulliken charge.
Element x y z (Å)
Ru -0.16444 1.38414 -0.23433  0.614
O 0.08436 0.38125 1.32454  -0.377
C 0.47490 -0.92710 1.46056  -0.004
C 0.58393 -1.42099 2.74766  -0.244
C 1.12118 -2.67409 3.01069  -0.944
C 1.36649 -3.51449 1.91121  -0.902
C 1.18726 -3.10672 0.60618  -0.726
C 0.81714 -1.77739 0.35173  0.992
C 0.63565 -1.37246 -1.01515  -0.850
N 0.13639 -0.22763 -1.39840  1.322
C -0.23876 -0.03942 -2.83611  -0.800
C 0.08770 1.35875 -3.14857  -0.945
N -0.36724 2.23258 -2.07055  0.118
C -0.75225 3.45515 -2.31968  -0.263
C -1.03533 4.40721 -1.31912  0.661
C -1.48799 5.66586 -1.83445  -0.849
C -1.66377 6.72719 -1.01449  -0.802
C -1.30819 6.58484 0.29921  -0.425
C -0.96476 5.36968 0.88661  -0.651
C -0.81188 4.23707 0.09206  0.695
O -0.39880 3.07848 0.60222  -0.527
H 0.31414 -0.68520 3.48600  0.625
H 1.26982 -2.99303 4.03528  0.459
H 1.66526 -4.56526 2.05063  0.430
H 1.28883 -3.82310 -0.22626  0.593
H 0.85451 -2.11691 -1.77648  0.311
H -1.32675 -0.32114 -2.92140  0.238
H 0.29197 -0.77724 -3.41609  0.484
H -0.30554 1.73692 -4.13011  0.418
H 1.12301 1.45741 -3.11007  0.287
H -0.79777 3.78495 -3.31569  0.404
H -1.61369 5.66334 -2.93859  0.355
H -2.04917 7.60428 -1.44971  0.490
H -1.30919 7.44064 0.98960  0.396
H -0.61047 5.25388 1.88516  0.535
C -4.51492 -1.87072 3.09630  -1.104
N -3.55264 -0.85816 2.65444  -0.222
N -3.02227 -1.13495 1.41266  0.901
C -2.83504 0.06445 0.76592  0.449
O -2.30494 0.21440 -0.35697  -0.584
C -3.22484 1.08879 1.61071  -0.927
C -3.73968 0.47548 2.73694  0.220
C -4.25300 1.22286 3.99753  -1.442
C -2.59487 -2.38313 0.93455  0.741
C -2.65495 -2.69156 -0.43872  -0.674
C -2.42096 -3.97186 -0.82938  -0.446
C -2.09290 -4.97805 0.01021  -0.789
C -2.00600 -4.65579 1.37275  -0.988
C -2.23668 -3.37570 1.81268  -0.273
H -5.02000 -1.41636 3.91919  0.410
H -3.99998 -2.70509 3.52288  0.389
H -5.19137 -2.15532 2.27433  0.288
H -3.26031 2.08383 1.26281  0.724
H -4.99935 1.96521 3.60727  0.333
H -3.33600 1.79416 4.30384  0.300
H -4.58035 0.62352 4.77225  0.452
H -2.93179 -1.96806 -1.18660  0.501
H -2.44391 -4.13450 -1.88424  0.466
H -2.07320 -5.98985 -0.38100  0.489
H -1.75753 -5.46504 2.08814  0.367
H -2.18049 -3.12186 2.84294  0.802
C 7.32872 1.06214 -1.88963  -1.202
C 5.91616 0.48609 -1.73107  0.669
C 5.62581 -0.84223 -1.93709  -1.147
C 4.28844 -1.25086 -1.82976  0.867
N 3.32170 -0.36690 -1.41232  0.167
C 3.64566 0.88252 -1.20459  -0.194
S 2.49694 1.99435 -0.60925  -0.337
N 4.91004 1.33038 -1.44122  0.016
C 3.85606 -2.69297 -1.95738  -0.965
H 7.98182 0.23909 -1.55842  0.373
H 7.42050 1.84028 -1.09759  0.409
H 7.62365 1.41090 -2.92922  0.283
H 6.40686 -1.48175 -2.26179  0.460
H 5.17753 2.28350 -1.33054  0.327
H 4.68846 -3.36767 -2.21136  0.409
H 3.12723 -2.76006 -2.74515  0.287
H 3.31583 -2.90495 -1.03911  0.076

---

Below is 2 unconnected molecules or ions with the total composition C33H34NO, with properties calculated with ωB97M-V/def2-TZVPD.

Calculated values
* DFT total energy: -38302.5116 eV
* energy above the lowest of the compared OMol25 structures with the same formula, charge and spin: 0.2277 eV
* multiplicity: 1
* orbital gap: 0.1401 Eh
* F_max: 0.037 Eh/bohr
* HOMO level: -8.96 eV
* net charge: +1

Each line ends with the natural charge from an NBO analysis.
Element x y z (Å)
C -3.03886 -0.71807 -4.69917  -0.265
O -1.95481 -1.59365 -4.30732  -0.454
C -1.88530 -1.95592 -2.99828  0.416
C -0.85026 -2.85507 -2.61844  -0.261
C -0.74897 -3.26794 -1.31302  -0.116
C -1.57585 -2.71946 -0.28993  -0.114
C -1.32744 -3.02809 1.07844  0.072
C -1.49935 -2.10932 2.14399  -0.105
C -1.27795 -2.56380 3.47843  -0.102
C -1.35458 -1.69818 4.55206  -0.234
C -1.72207 -0.35702 4.35472  0.117
C -1.86280 0.56914 5.51809  -0.656
C -1.90219 0.12777 3.05259  -0.242
C -1.79632 -0.71969 1.96846  -0.118
C -2.61954 -1.83670 -0.69555  -0.112
C -2.76644 -1.44009 -2.01025  -0.325
H -2.99485 -0.68049 -5.78605  0.225
H -4.00785 -1.11759 -4.37528  0.191
H -2.90413 0.28695 -4.27962  0.193
H -0.14148 -3.19738 -3.37459  0.252
H 0.00539 -3.99764 -1.01783  0.236
H -0.68689 -3.88899 1.29365  0.230
H -1.05006 -3.62179 3.63413  0.250
H -1.15342 -2.05274 5.56740  0.238
H -2.55016 1.39437 5.30420  0.235
H -2.21294 0.04898 6.41550  0.239
H -0.89672 1.02368 5.76813  0.252
H -2.13153 1.18595 2.89607  0.235
H -1.93170 -0.30040 0.97427  0.224
H -3.31812 -1.42484 0.03363  0.232
H -3.54374 -0.72058 -2.29231  0.244
C -1.50715 -6.30367 5.55529  -0.243
C -1.42185 -7.31677 4.58995  -0.203
C -2.29084 -7.32323 3.50643  -0.213
C -3.16680 -6.22853 3.25935  -0.069
C -4.03051 -6.13801 2.11400  -0.381
C -3.86034 -6.90900 0.95758  0.260
N -4.92373 -7.27246 0.20915  -0.400
C -6.29207 -7.17819 0.69748  -0.204
C -7.19123 -7.50700 -0.50718  -0.414
C -6.26112 -7.78337 -1.70341  -0.412
C -4.82148 -7.73744 -1.16829  -0.206
C -2.49170 -7.28710 0.50846  -0.084
C -1.50626 -6.29543 0.57283  -0.190
C -0.17681 -6.58104 0.30024  -0.223
C 0.14283 -7.84347 -0.22126  -0.199
C -0.83582 -8.84020 -0.32968  -0.206
C -2.14152 -8.58657 0.09980  -0.185
C -3.20095 -5.19304 4.22400  -0.183
C -2.42413 -5.25668 5.37505  -0.243
H -0.86807 -6.32948 6.43951  0.219
H -0.68197 -8.11415 4.69678  0.220
H -2.29968 -8.17505 2.82189  0.215
H -4.96668 -5.59189 2.25580  0.213
H -6.45313 -7.88764 1.52542  0.207
H -6.50920 -6.17532 1.08433  0.192
H -7.80660 -8.38220 -0.27665  0.220
H -7.85727 -6.66268 -0.71522  0.217
H -6.46557 -8.76315 -2.14352  0.221
H -6.38089 -7.02106 -2.48198  0.212
H -4.19105 -7.07212 -1.78104  0.200
H -4.36611 -8.73828 -1.20455  0.193
H -1.83880 -5.30344 0.86994  0.210
H 0.60050 -5.83567 0.48951  0.205
H 1.17254 -8.04915 -0.51403  0.224
H -0.59018 -9.82646 -0.73084  0.228
H -2.87708 -9.39412 0.15952  0.223
H -3.85447 -4.33960 4.02968  0.196
H -2.51808 -4.48024 6.13746  0.210

---

Below is a molecular structure, C33H34O4PPt, with properties calculated with ωB97M-V/def2-TZVPD.

Calculated values
* DFT total energy: -55503.6454 eV
* energy above the lowest of the compared OMol25 structures with the same formula, charge and spin: 0.0000 eV
* multiplicity: 1
* orbital gap: 0.2752 Eh
* F_max: 0.015 Eh/bohr
* HOMO level: -4.81 eV
* net charge: -1

Each line ends with the Mulliken charge.
Element x y z (Å)
Pt 0.14713 0.67070 -0.73076  2.012
C -1.12507 -4.22064 -2.75259  -1.651
C -1.78858 -2.93713 -3.18204  1.271
C -2.90595 -3.03574 -4.00888  -0.808
C -3.57661 -1.91120 -4.46592  -0.675
C -3.12942 -0.65052 -4.10863  -0.883
C -2.02736 -0.52767 -3.27794  -1.612
C -1.35703 -1.65345 -2.79986  0.919
P 0.04610 -1.24541 -1.69458  1.231
C 0.17988 -2.56085 -0.43469  0.611
C 1.36448 -3.27979 -0.31191  -0.646
C 1.52394 -4.22693 0.68781  -0.891
C 0.48829 -4.46118 1.57672  -0.693
C -0.69133 -3.74144 1.46379  -0.921
C -0.86928 -2.78124 0.47302  0.972
C -2.16816 -2.03286 0.38644  -1.106
C 1.54885 -1.35504 -2.70739  0.438
C 1.76014 -2.10850 -3.85076  -0.655
C 2.94606 -1.96206 -4.56082  -0.793
C 3.90008 -1.05997 -4.11383  -0.545
C 3.68222 -0.30336 -2.96902  -0.758
C 2.50043 -0.42745 -2.24587  0.643
C 2.17516 0.35027 -0.99966  -2.054
H -1.35327 -5.01225 -3.46808  0.524
H -1.48091 -4.54068 -1.77012  0.277
H -0.04498 -4.13206 -2.67814  0.265
H -3.24763 -4.02092 -4.30746  0.423
H -4.44346 -2.02481 -5.10605  0.373
H -3.63495 0.23880 -4.46285  0.479
H -1.67015 0.45644 -2.97922  0.510
H 2.17797 -3.09521 -1.00409  0.401
H 2.45676 -4.77065 0.77235  0.427
H 0.60162 -5.19408 2.36648  0.365
H -1.49616 -3.91448 2.16916  0.389
H -2.78890 -2.24836 1.25642  0.446
H -2.73029 -2.30938 -0.51045  0.164
H -2.00235 -0.95512 0.34587  0.007
H 0.99445 -2.78594 -4.21142  0.338
H 3.11241 -2.53204 -5.46651  0.413
H 4.81974 -0.93098 -4.67301  0.363
H 4.43185 0.40876 -2.64195  0.468
H 2.68260 1.31950 -1.01446  0.616
H 2.58923 -0.19645 -0.14206  0.488
C 1.09272 5.32921 6.30297  -1.462
C 1.00232 4.34681 5.16566  0.619
C -0.00459 3.39156 5.12433  -0.909
C -0.11675 2.49172 4.06924  0.862
C -1.21833 1.46618 4.07371  -1.452
C 0.79803 2.56616 3.01612  0.660
C 1.81626 3.52143 3.03296  0.815
C 2.81690 3.61037 1.91151  -1.402
C 1.91005 4.38944 4.11592  -0.949
C 0.68022 1.57666 1.87816  0.480
O 0.52049 2.12640 0.72583  -0.901
O 0.73879 0.37408 2.12101  -0.631
H 0.58481 4.95095 7.19129  0.365
H 0.62768 6.28265 6.03909  0.267
H 2.13093 5.53467 6.56917  0.363
H -0.72357 3.34109 5.93682  0.276
H -1.89440 1.63657 4.91256  0.370
H -0.80495 0.45944 4.13280  0.286
H -1.79343 1.50556 3.14569  0.182
H 3.30124 2.64550 1.74354  0.271
H 3.58710 4.34765 2.14136  0.390
H 2.32358 3.87593 0.97736  0.250
H 2.71224 5.12180 4.13325  0.295
C -3.69918 2.62810 -0.75509  -1.417
C -2.31463 2.12129 -1.14213  0.990
O -1.88288 1.16963 -0.38811  -1.052
O -1.70908 2.61828 -2.09647  -0.668
H -4.34334 1.79505 -0.47539  0.287
H -4.13930 3.20154 -1.56826  0.373
H -3.59647 3.27566 0.11809  0.297